ORCA calculation (wB97M-V/def2-TZVPD) on a cluster of 2 separate species, C2H3IO in total.

```
! RIJCOSX wB97M-V def2-TZVPD def2/J DEFGRID3
* xyz 0 1
C -0.085 0.658 -0.020
C 1.555 -1.946 -0.750
O 0.004 -0.535 -0.182
I 3.050 -0.529 -0.867
H 0.865 1.271 -0.294
H -1.076 1.299 -0.009
H 1.439 -2.422 0.165
*
```

Properties
Highest occupied orbital energy, Ha: -0.298
E_tot, Ha: -450.74427
Max |F|, hartree/bohr: 0.064
Frontier orbital gap, eV: 7.928
Energy relative to the best compared isomer or geometry (same formula, charge and spin), kcal/mol: 115.78
LUMO level, eV: -0.18

From a natural (NBO) analysis of the wavefunction, the atomic charges in e read:
1 C 0.28
2 C -0.30
3 O -0.47
4 I 0.12
5 H 0.13
6 H 0.15
7 H 0.09

ORCA calculation (wB97M-V/def2-TZVPD) on an isolated molecule of C11H12F2N4O2.

```
! RIJCOSX wB97M-V def2-TZVPD def2/J DEFGRID3
* xyz 0 1
N 1.938 -1.785 -4.022
C 1.210 -1.995 -2.984
N 1.018 -3.280 -2.692
C 0.339 -3.584 -1.556
F 0.132 -4.933 -1.248
C -0.215 -2.589 -0.763
F -0.813 -2.975 0.373
C 0.078 -1.276 -1.005
C 0.829 -0.982 -2.129
N 0.859 0.422 -2.394
C 0.271 0.950 -1.324
N -0.158 -0.013 -0.443
C -0.849 0.191 0.909
C -1.782 1.546 0.980
C -0.888 2.623 1.353
C 0.289 2.017 2.019
O 0.385 2.496 3.422
C 0.193 0.466 2.012
O -0.282 -0.041 3.214
H 1.767 -0.909 -4.511
H 1.878 -2.555 -4.641
H -0.003 2.003 -1.180
H -1.482 -0.668 1.180
H -2.225 1.668 -0.013
H -2.548 1.454 1.776
H -0.470 3.205 0.508
H -1.388 3.282 2.079
H 1.140 2.254 1.387
H -0.473 2.495 3.950
H 1.189 0.027 1.793
H 0.063 0.486 3.951
*
```

Properties
SMILES: Nc1nc(F)c(F)c2c1ncn2[C@@H]1CC[C@@H](O)[C@H]1O
Highest occupied orbital energy, Ha: -0.297
E_tot, Ha: -995.56786
Max |F|, hartree/bohr: 0.100
Frontier orbital gap, eV: 8.473
LUMO level, eV: 0.39

natural (NBO) population analysis, charges in e, atoms 1 to 8:
1 N -0.75
2 C 0.38
3 N -0.51
4 C 0.54
5 F -0.31
6 C 0.21
7 F -0.31
8 C 0.10

ORCA calculation (wB97M-V/def2-TZVPD) on a structure of composition C19H33Cl2N2O4PtS.

```
! RIJCOSX wB97M-V def2-TZVPD def2/J DEFGRID3
* xyz -1 3
O 1.996 1.147 -0.656
C 1.678 1.747 -1.682
C 1.196 3.142 -1.732
C 0.731 3.798 -0.571
H 0.407 3.244 0.315
C 0.707 5.174 -0.623
H 0.414 5.732 0.269
C 1.084 5.871 -1.788
H 1.089 6.956 -1.820
C 1.446 5.155 -2.943
H 1.728 5.659 -3.867
C 1.479 3.788 -2.934
H 1.754 3.171 -3.794
H 1.776 1.176 -2.696
C 0.007 -0.467 -2.985
C -0.622 0.493 -2.021
H -0.404 -0.240 -3.989
H -0.452 -1.410 -2.682
H 1.092 -0.645 -2.974
C -1.297 1.567 -2.504
C -2.388 1.338 -3.510
H -1.227 2.515 -2.041
H -2.233 2.113 -4.292
H -3.382 1.509 -3.034
H -2.343 0.330 -3.942
Pt -0.679 -0.081 -0.163
Cl -1.356 1.803 1.020
Cl -2.907 -0.752 -0.966
C -2.746 -1.167 1.986
O -1.587 -1.509 1.647
N -3.590 -1.953 2.680
C -3.177 -3.259 3.136
C -4.981 -1.603 2.848
H -3.159 -0.170 1.714
H -2.108 -3.397 2.902
H -3.783 -4.035 2.646
H -3.346 -3.338 4.224
H -5.166 -0.597 2.453
H -5.265 -1.629 3.908
H -5.633 -2.318 2.322
H 1.540 -5.061 -0.386
H 4.106 -4.075 -0.129
C 1.564 -4.308 -1.191
C 3.774 -3.264 -0.791
N 2.322 -3.145 -0.771
H 0.541 -4.016 -1.443
C 1.726 -1.984 -0.479
O 0.453 -1.893 -0.623
H 4.222 -2.330 -0.474
H 2.398 -1.175 -0.144
H 2.057 -4.770 -2.051
H 4.126 -3.510 -1.807
C 2.150 -1.147 3.937
S 0.776 -0.272 3.214
C 1.250 1.362 3.775
O 0.985 -0.310 1.722
H 2.061 -1.087 5.002
H 3.050 -0.637 3.530
H 2.091 -2.179 3.554
H 2.228 1.565 3.335
H 0.503 2.080 3.475
H 1.322 1.298 4.886
*
```

Properties
⟨S²⟩: 2.024
Highest occupied orbital energy (alpha / beta), Ha: -0.039 / -0.088
E_tot, Ha: -2592.00968
Max |F|, hartree/bohr: 0.084
Frontier orbital gap (alpha / beta), eV: 3.319 / 4.652
Energy relative to the best compared isomer or geometry (same formula, charge and spin), kcal/mol: 0.00
LUMO level (alpha / beta), eV: 2.26 / 2.25

natural (NBO) population analysis, charges in e, atoms 1 to 8:
1 O -0.62
2 C 0.42
3 C -0.13
4 C -0.21
5 H 0.28
6 C -0.15
7 H 0.19
8 C -0.25

ORCA calculation (wB97M-V/def2-TZVPD) on a structure of composition C20H35N6O3Y.

```
! RIJCOSX wB97M-V def2-TZVPD def2/J DEFGRID3
* xyz 2 1
Y -1.149 -0.386 -0.315
C -3.249 -2.318 -1.546
C -3.646 -0.852 -1.758
C -4.958 -0.713 -2.511
O -2.530 -0.244 -2.452
C -3.713 -0.179 -0.350
O -4.493 -0.561 0.485
O -2.774 0.712 -0.173
H -3.176 -2.834 -2.504
H -3.987 -2.824 -0.924
H -2.238 -2.369 -1.038
H -4.880 -1.181 -3.490
H -5.233 0.334 -2.627
H -5.752 -1.203 -1.955
H -2.860 0.565 -2.883
C -2.583 -0.322 2.752
N -1.303 -0.452 3.421
C -1.271 -1.459 4.476
C -0.182 0.037 2.848
N -0.154 0.265 1.511
C 0.565 1.380 0.985
C 0.690 2.573 1.700
C 1.329 3.668 1.146
C 1.842 3.602 -0.139
C 1.706 2.440 -0.879
C 1.069 1.320 -0.344
N 0.792 0.171 -1.152
C 1.694 -0.243 -2.074
N 3.017 -0.161 -1.872
C 3.993 -0.074 -2.941
C 3.598 -0.093 -0.553
N 1.251 -0.787 -3.228
C 1.845 -1.951 -3.862
C 0.029 -0.340 -3.860
N 0.901 0.265 3.614
C 2.246 0.225 3.091
C 0.816 0.699 4.993
H -3.368 -0.226 3.504
H -2.833 -1.207 2.140
H -2.613 0.586 2.142
H -2.286 -1.645 4.816
H -0.689 -1.157 5.342
H -0.862 -2.398 4.095
H 0.246 2.645 2.682
H 1.402 4.581 1.713
H 2.331 4.455 -0.578
H 2.060 2.410 -1.898
H 3.510 0.070 -3.901
H 4.617 -0.969 -2.975
H 4.637 0.785 -2.747
H 2.912 -0.517 0.175
H 3.839 0.931 -0.264
H 4.516 -0.680 -0.549
H 2.689 -2.327 -3.293
H 2.163 -1.730 -4.882
H 1.093 -2.744 -3.919
H -0.299 0.607 -3.424
H -0.762 -1.092 -3.786
H 0.220 -0.174 -4.923
H 2.279 -0.385 2.191
H 2.889 -0.231 3.843
H 2.633 1.221 2.864
H -0.199 1.001 5.237
H 1.470 1.562 5.122
H 1.154 -0.082 5.678
*
```

Properties
Highest occupied orbital energy, Ha: -0.514
E_tot, Ha: -1375.26141
Max |F|, hartree/bohr: 0.053
Frontier orbital gap, eV: 7.697
Energy relative to the best compared isomer or geometry (same formula, charge and spin), kcal/mol: 20.20
LUMO level, eV: -6.30

natural (NBO) population analysis, charges in e, atoms 1 to 8:
1 Y 2.22
2 C -0.56
3 C 0.13
4 C -0.63
5 O -0.77
6 C 0.70
7 O -0.54
8 O -0.86

The molecular weight results, record by record, are as follows: 169.95; 270.24; 651.53; 496.44 u.